Entry 1:
ORCA calculation (the ωB97M-V functional and the def2-TZVPD basis) on a 2-piece molecular cluster, C9H11O3 overall.

Geometry as XYZ:
```
23
Properties=species:S:1:pos:R:3:forces:R:3:mulliken_charge:R:1
C 0.138061 1.743167 -3.616298 0.5 0.3 -1.0 -0.853
C -1.295464 1.251478 -3.592507 -0.4 0.9 0.2 0.686
O -1.740824 0.986357 -2.393983 -0.4 0.2 0.1 -0.561
O -2.006371 1.212769 -4.582688 0.3 -0.4 -0.1 -0.676
H 0.832956 0.926487 -3.422911 0.0 0.1 0.7 0.247
H 0.233005 2.603124 -2.956019 0.2 -0.5 0.6 0.255
H 0.485924 2.133795 -4.575889 -0.6 -0.2 -0.3 0.300
C 0.868222 -2.397865 3.258474 0.5 0.7 -0.1 -1.387
C 0.007175 -0.653653 -0.035862 -0.3 -0.3 0.3 -0.107
C 0.333397 -1.643758 0.881136 0.8 0.2 0.5 -0.644
C -0.219414 0.681748 0.380785 0.8 -0.2 -0.5 0.234
C 0.486962 -1.352905 2.234223 -1.1 -0.1 0.2 0.743
C -0.160075 0.928261 1.771149 -0.2 0.4 0.1 -0.614
C 0.129131 -0.071949 2.673469 0.5 -0.7 -0.2 -0.410
O -0.317361 1.630328 -0.512497 -0.7 0.6 0.4 -0.827
H -0.090943 -0.865643 -1.092351 0.1 0.0 0.0 0.340
H 0.648327 -2.653632 0.627819 -0.4 0.0 -0.6 0.204
H -1.173219 1.409479 -1.539397 0.7 -0.9 -0.2 0.483
H -0.308603 1.937556 2.139780 -0.2 0.0 -0.2 0.333
H 0.158999 -2.380170 4.085921 0.0 -0.3 0.1 0.310
H 1.846548 -2.118694 3.653970 0.1 0.0 0.3 0.286
H 0.129390 0.095191 3.747457 0.1 0.3 0.0 0.313
H 1.014176 -3.401472 2.866215 -0.4 -0.1 -0.2 0.347
```
Forces are in eV/Å.

Values from the calculation:
Lowest unoccupied orbital energy: 3.5 eV
Orbital gap: 7.25 eV
Relative energy (zero: lowest compared OMol25 entry of this formula, charge and spin): 36.3 kJ/mol
Charge: -1



Entry 2:
ORCA calculation (the ωB97M-V functional and the def2-TZVPD basis) on a 2-piece molecular cluster, C9H11O3 overall.

Geometry as XYZ:
```
23
Properties=species:S:1:pos:R:3:forces:R:3:mulliken_charge:R:1
C 1.498063 -1.566241 -2.285467 0.7 0.5 -0.7 -1.451
C -1.966011 -0.312286 0.047146 1.9 -0.5 0.2 0.270
C -1.880532 -0.123829 -1.371002 -0.7 1.2 -0.5 -0.769
C -0.984306 -1.279594 0.519033 0.1 0.4 0.1 -0.862
C -0.805861 -0.507070 -2.165312 0.1 -0.9 1.2 -0.421
C 0.096618 -1.689124 -0.236789 -1.1 0.8 -0.8 -0.275
C 0.206808 -1.254272 -1.580510 1.3 -1.4 0.9 0.918
O -2.634409 0.381354 0.862206 -0.7 0.0 -0.1 -0.833
H 0.266955 0.075424 2.185269 0.7 0.3 -0.3 0.308
H -2.568361 0.614093 -1.782472 -0.2 -0.2 0.0 0.311
H -0.942260 -1.498882 1.581510 -0.4 -0.2 0.2 0.668
H -0.716080 -0.315006 -3.228275 -0.3 0.4 0.0 0.345
H 0.832682 -2.323668 0.240753 0.3 0.1 -0.2 0.259
H 1.319896 -1.770003 -3.348623 0.2 0.0 0.0 0.344
H 2.157226 -2.348548 -1.887838 -0.8 -0.4 0.2 0.313
H 2.200130 -0.722665 -2.216226 -0.3 0.3 -0.3 0.243
C -0.010488 2.394309 2.040408 -0.1 2.4 0.0 -0.872
C 1.298577 1.733287 2.207641 0.8 -1.5 -0.7 0.770
O 1.203250 0.387537 2.228362 -0.8 -0.5 0.5 -0.459
O 2.411900 2.193455 2.188991 -0.4 0.7 0.4 -0.618
H -0.563041 1.959353 1.208828 -0.4 -0.3 0.4 0.211
H 0.145388 3.460523 1.820280 0.3 -0.3 -0.4 0.283
H -0.566145 2.511858 2.972080 -0.3 -0.9 0.0 0.316
```
Forces are in eV/Å.

Values from the calculation:
Lowest unoccupied orbital energy: 3.6 eV
Orbital gap: 6.45 eV
Relative energy (zero: lowest compared OMol25 entry of this formula, charge and spin): 127.9 kJ/mol
Charge: -1



Entry 3:
ORCA calculation (the ωB97M-V functional and the def2-TZVPD basis) on a 2-piece molecular cluster, C9H11O3 overall.

Geometry as XYZ:
```
23
Properties=species:S:1:pos:R:3:forces:R:3:mulliken_spin:R:1
C -1.227437 0.636967 -2.545664 -0.8 0.0 -0.1 0.030
C -1.410951 1.970112 -1.807117 0.6 -0.8 -1.0 -0.035
O -1.482071 1.815720 -0.521485 -0.3 0.4 0.5 0.898
O -1.459805 3.058252 -2.337856 -0.1 -0.2 0.4 0.078
H -1.982493 -0.107170 -2.281928 -0.2 0.3 0.3 0.001
H -0.292140 0.112297 -2.371579 0.3 0.5 0.0 -0.003
H -1.409899 0.884970 -3.589984 0.4 -0.1 -0.1 0.017
C -0.824356 0.560489 2.719862 0.0 -0.3 1.0 0.001
C 1.489271 0.090344 -0.280008 1.3 -0.1 0.8 -0.001
C 1.484089 -1.269529 -0.421345 -0.6 -0.9 0.6 0.001
C 0.762777 0.704798 0.758900 -0.2 -0.1 -1.2 -0.002
C -0.002301 -0.041173 1.631956 -0.1 -0.9 -0.5 0.006
C 0.803828 -2.054364 0.523776 0.2 -0.3 -1.2 0.005
C 0.075548 -1.458331 1.499918 0.2 1.0 1.4 0.001
O 2.083130 -1.884112 -1.500655 0.0 0.1 -0.3 0.000
H 2.352419 0.555596 -0.760205 -0.8 0.6 -0.5 0.000
H 0.670453 1.776437 0.670249 0.3 0.2 0.7 0.003
H 0.822070 -3.139433 0.467992 0.2 0.1 -0.1 0.000
H 2.987567 -2.140171 -1.321602 0.2 0.0 0.2 0.000
H -0.914129 -0.189298 3.515985 0.5 0.3 0.3 0.000
H -1.881828 0.734839 2.551570 -0.1 0.3 -0.9 0.000
H -0.269862 -2.104227 2.304875 -0.5 0.2 -0.2 0.000
H -0.373881 1.486988 3.094345 -0.2 -0.3 0.1 0.000
```
Forces are in eV/Å.

Values from the calculation:
Lowest unoccupied orbital energy (alpha / beta): 0.7 / -2.8 eV
Orbital gap (alpha / beta): 9.69 / 6.13 eV
Relative energy (zero: lowest compared OMol25 entry of this formula, charge and spin): 152.9 kJ/mol
Charge: 0
Multiplicity: 2



Entry 4:
ORCA calculation (the ωB97M-V functional and the def2-TZVPD basis) on a 3-piece molecular cluster, C9H11O6 overall.

Geometry as XYZ:
```
26
Properties=species:S:1:pos:R:3:forces:R:3:mulliken_charge:R:1
C -0.235636 0.439598 -0.951908 0.4 -0.5 0.2 -0.712
C -1.434217 0.168894 -0.889045 -1.9 1.0 -0.1 0.424
C -2.899337 0.057257 -0.834654 1.9 0.6 -0.5 -0.987
H 0.759347 0.832289 -0.985076 -0.2 -0.2 -0.1 0.377
H -3.260404 0.363335 -1.837511 0.0 -0.5 0.2 0.070
H -3.252871 0.854350 -0.160035 0.0 -0.7 0.0 0.053
C -0.250190 2.548044 1.826032 0.5 -0.2 0.1 -0.022
C -0.471062 3.946544 1.300947 0.2 0.2 -0.1 -0.352
O -1.761920 3.856190 0.707160 0.0 -0.1 0.2 -0.321
C -2.417182 2.819432 1.300800 0.0 -0.4 -0.2 0.577
O -3.562931 2.569995 1.145132 -0.3 0.4 0.3 -0.542
O -1.576816 2.101665 2.086442 0.0 0.3 0.0 -0.305
H 0.350008 2.528906 2.734917 -0.2 0.0 0.1 0.295
H 0.202764 1.886682 1.083941 -0.2 0.0 0.0 -0.052
H -0.499358 4.694530 2.099384 0.0 0.0 0.0 0.257
H 0.273054 4.243157 0.563781 -0.2 0.0 -0.1 0.298
C 1.021634 -3.415748 -0.891844 -0.6 0.2 0.0 -0.119
C 2.140011 -3.115649 -1.852506 -0.1 0.1 -0.4 -0.336
O 3.270658 -2.991236 -0.983461 -0.1 -0.2 0.1 -0.333
C 2.998578 -3.686469 0.150024 -0.1 0.0 0.1 0.643
O 3.797963 -3.921326 1.000236 0.1 0.0 0.0 -0.549
O 1.704467 -4.077368 0.184551 0.4 0.0 -0.2 -0.339
H 0.259024 -4.061211 -1.321377 0.1 -0.1 0.2 0.269
H 0.545421 -2.509579 -0.508873 0.0 0.0 -0.1 0.149
H 2.324353 -3.934042 -2.554015 0.0 0.0 0.1 0.248
H 1.974640 -2.198251 -2.413047 0.1 0.1 0.2 0.306
```
Forces are in eV/Å.

Values from the calculation:
Lowest unoccupied orbital energy: 3.0 eV
Orbital gap: 4.86 eV
Charge: -1



Entry 5:
ORCA calculation (the ωB97M-V functional and the def2-TZVPD basis) on one molecule with the formula C9H11P.

Geometry as XYZ:
```
21
Properties=species:S:1:pos:R:3:forces:R:3:mulliken_charge:R:1
C 1.596496 -1.005735 -0.109114 -1.3 1.0 -0.6 -1.518
C 1.022368 1.213432 0.480147 -5.4 -0.7 -0.7 -0.819
C -0.764939 -1.907817 0.034342 -0.4 5.1 0.5 -0.450
C 0.160134 -0.925602 -0.070002 -0.6 0.3 0.6 0.592
C 2.014510 0.271685 0.140582 2.6 -1.3 1.0 1.155
C -0.312523 0.504938 0.245367 6.0 0.4 0.2 0.310
C -2.110537 -1.316842 0.384919 0.1 -0.8 1.7 -0.823
C 3.487819 0.555762 0.318383 0.0 0.2 -0.9 -1.116
C -2.853044 1.377694 -0.966058 -0.9 0.6 3.9 -1.058
P -2.043486 0.558582 0.538315 -0.8 0.1 0.2 -0.146
H 2.098728 -1.933186 -0.364307 0.4 0.5 0.2 0.341
H 1.245736 2.280985 0.806739 -0.6 -1.7 -0.6 0.279
H -0.544339 -2.898337 0.020946 0.4 -2.9 -0.1 0.530
H -2.803021 -1.709178 -0.317191 -1.3 -0.2 -0.3 0.472
H -2.377278 -1.643987 1.467783 0.1 0.2 -1.8 0.335
H 3.841664 0.326456 1.365639 -0.2 0.2 -1.3 0.233
H 3.642033 1.630251 0.071643 0.4 -0.7 0.3 0.349
H 3.947650 -0.076047 -0.499132 0.3 0.7 1.3 0.314
H -3.697966 0.850985 -1.267808 -1.4 -1.4 -0.6 0.360
H -2.228001 1.545080 -1.745493 1.9 0.7 -2.3 0.373
H -3.322012 2.300876 -0.535692 0.9 -0.4 -0.6 0.288
```
Forces are in eV/Å.

Values from the calculation:
Lowest unoccupied orbital energy: -0.3 eV
SMILES: CC1=CC2=CCP(C)C2=C1
Orbital gap: 7.12 eV
Relative energy (zero: lowest compared OMol25 entry of this formula, charge and spin): 108.9 kJ/mol
Charge: 0



Entry 6:
ORCA calculation (the ωB97M-V functional and the def2-TZVPD basis) on C9H11P as an isolated structure.

Geometry as XYZ:
```
21
Properties=species:S:1:pos:R:3:forces:R:3:mulliken_charge:R:1
C 3.108142 -0.960382 -0.109151 -0.2 0.5 1.9 -0.449
C 2.604048 -0.789254 1.195579 0.6 -0.6 0.8 -0.204
C 2.267761 -0.586506 -1.172749 3.6 -2.3 -3.3 -0.429
C 1.286254 -0.379812 1.486152 0.4 -0.6 -2.7 -1.033
C 1.055796 -0.114961 -0.999751 -1.8 -0.1 4.3 0.177
C 0.482597 -0.066517 0.352977 2.6 0.7 0.2 0.269
C -0.011941 0.751124 -1.443676 -4.2 1.2 -2.9 -0.158
C -0.560646 0.813843 -0.018044 1.0 -3.0 -0.2 0.422
C -1.422233 1.542281 0.861455 -2.1 1.0 1.4 -1.388
P -1.998201 -1.996988 -0.561355 0.9 0.1 0.0 -0.023
H 4.190020 -1.250430 -0.124646 -1.3 0.1 -0.8 0.324
H 3.337699 -1.044191 2.010097 -1.1 0.3 -0.6 0.273
H 2.633405 -0.874087 -2.196789 -0.1 0.9 0.8 0.254
H 0.865376 -0.400793 2.433487 -0.4 0.2 1.8 0.483
H 0.313508 1.759962 -1.666729 0.2 0.2 -0.9 0.264
H -0.815118 0.343818 -2.225196 1.9 1.0 1.3 0.203
H -1.886432 0.914985 1.679853 0.9 0.4 -0.8 0.282
H -2.300101 1.994835 0.404478 0.0 0.0 -0.5 0.392
H -0.921687 2.393258 1.348845 0.2 -0.2 0.1 0.290
H -1.490617 -2.093014 0.741178 -0.5 -0.1 0.7 0.019
H -0.592059 -2.126568 -0.826475 -0.5 0.0 -0.7 0.033
```
Forces are in eV/Å.

Values from the calculation:
Lowest unoccupied orbital energy (alpha / beta): -0.9 / -0.4 eV
Orbital gap (alpha / beta): 6.09 / 7.81 eV
Relative energy (zero: lowest compared OMol25 entry of this formula, charge and spin): 330.5 kJ/mol
Charge: 0



Entry 7:
ORCA calculation (the ωB97M-V functional and the def2-TZVPD basis) on one molecule with the formula C9H11P.

Geometry as XYZ:
```
21
Properties=species:S:1:pos:R:3:forces:R:3:mulliken_charge:R:1
C 2.959743 -0.035647 0.587515 0.4 -2.3 -0.1 -0.210
C 2.498854 1.231830 0.423977 -1.4 -0.8 -1.3 -0.559
C 2.083724 -1.249145 0.545729 3.0 1.7 1.4 -0.789
C 1.086080 1.373417 0.084182 2.4 3.9 1.6 -0.378
C 0.798693 -0.985092 0.313938 -0.8 -0.2 -0.7 0.611
C 0.318633 0.302256 0.038102 -1.9 -1.5 0.0 -0.231
C -0.527071 -1.649045 0.233300 -3.0 1.2 0.1 -0.845
C -1.174954 -0.140344 -0.133335 1.6 -0.2 2.0 0.794
C -1.673184 0.054341 -1.536894 -2.0 0.6 0.8 -1.353
P -2.357963 0.671021 1.202826 0.7 0.5 -2.1 -0.008
H 4.059280 -0.146193 0.686936 -0.9 -0.3 0.2 0.306
H 3.252190 2.020566 0.369162 -0.7 0.1 0.2 0.354
H 2.499379 -2.193636 0.926797 -0.3 0.3 -0.6 0.369
H 0.733011 2.423954 0.170833 -0.2 -0.8 -0.7 0.322
H -0.791135 -2.338893 -0.570411 0.5 -0.2 0.1 0.266
H -1.038219 -1.958622 1.166345 0.8 -0.3 -0.4 0.237
H -2.789549 -0.412640 -1.592963 2.6 1.7 -0.4 0.377
H -1.012382 -0.499411 -2.138722 0.6 -0.9 -1.2 0.410
H -1.451132 1.150458 -1.798427 -1.3 -1.4 0.1 0.286
H -2.613778 -0.453007 1.924981 -0.3 -1.1 0.6 0.000
H -3.487191 0.505532 0.333645 0.1 0.1 0.5 0.041
```
Forces are in eV/Å.

Values from the calculation:
Lowest unoccupied orbital energy: 0.9 eV
SMILES: C[C@@]1(P)Cc2ccccc21
Orbital gap: 10.07 eV
Relative energy (zero: lowest compared OMol25 entry of this formula, charge and spin): 79.4 kJ/mol
Charge: 0



Entry 8:
ORCA calculation (the ωB97M-V functional and the def2-TZVPD basis) on an isolated ion of composition C9H12BBrN3O4 and charge +1.

Geometry as XYZ:
```
30
Properties=species:S:1:pos:R:3:forces:R:3:mulliken_charge:R:1
C 2.032250 -1.147014 2.791678 0.1 0.2 0.3 -1.299
C 0.773243 -0.844485 2.056858 -0.7 0.4 0.1 0.732
O -0.309820 -1.283715 2.355766 0.1 -0.2 -0.1 -0.580
N 0.774455 0.043076 0.904302 1.4 -0.8 -0.4 0.770
C 1.915544 0.880350 0.656396 -0.1 0.2 0.2 0.717
C 2.294330 1.147574 -0.772191 -0.3 0.3 0.0 -1.080
O 2.467335 1.374535 1.597454 0.1 -0.1 0.0 -0.523
C 0.071728 -0.502214 -0.197557 -0.8 0.3 -0.1 -0.738
C 0.419855 -1.617692 -0.927212 0.1 -0.2 -0.1 0.378
Br 1.958382 -2.608336 -0.598767 0.0 0.0 0.1 0.029
C -0.429116 -2.022465 -1.976512 0.1 0.1 0.2 -0.313
N -1.528142 -1.383152 -2.285919 0.0 0.0 0.0 -0.975
N -1.841024 -0.321724 -1.566221 0.1 0.1 0.2 1.031
C -3.093388 0.351089 -1.958375 -0.2 -0.1 -0.3 -0.834
C -1.125843 0.144753 -0.539244 -0.2 -0.2 -0.1 -0.021
B -1.603261 1.429521 0.323414 -0.3 0.2 0.1 0.699
O -1.876930 1.303094 1.630581 0.1 -0.2 -0.3 -0.521
O -1.729674 2.604840 -0.364156 0.8 -0.4 -0.1 -0.616
H 2.898966 -1.278527 2.145910 -0.1 0.0 0.0 0.352
H 1.846668 -2.018951 3.416166 0.0 0.0 -0.1 0.383
H 2.255188 -0.303218 3.448266 0.0 0.0 0.0 0.343
H 3.135334 1.835288 -0.760550 0.1 -0.1 -0.1 0.369
H 1.462576 1.643693 -1.284304 0.0 -0.1 0.0 0.297
H 2.528792 0.234223 -1.319676 0.1 0.0 0.1 0.307
H -0.199605 -2.894962 -2.575600 0.0 0.1 0.0 0.460
H -3.516996 -0.205731 -2.789690 0.1 0.0 0.1 0.291
H -2.861597 1.364872 -2.275657 0.0 0.0 0.2 0.346
H -3.789439 0.331412 -1.121514 0.1 0.1 0.0 0.323
H -1.726969 0.414133 1.991988 0.1 0.1 0.1 0.344
H -1.202843 3.329733 -0.005632 -0.5 0.3 0.2 0.328
```
Forces are in eV/Å.

Values from the calculation:
Lowest unoccupied orbital energy: -5.1 eV
SMILES: CC(=O)N(C(C)=O)c1c(Br)cn[n+](C)c1B(O)O
Orbital gap: 8.82 eV
Charge: +1